DFT (ωB97M-V/def2-TZVPD) results for 4 unconnected molecules or ions with the total composition C36H76N3O10P2S.

Structure (XYZ):
```
128
Properties=species:S:1:pos:R:3:forces:R:3
C 3.620894 -0.498882 4.679424 0.2 0.1 -0.3
C 3.127206 -1.189690 3.411696 0.2 0.0 0.2
C 1.734176 -1.784515 3.572020 -0.1 0.0 -0.1
C 0.979461 -2.008466 2.263978 0.3 0.5 0.1
C 0.668013 -0.697339 1.515367 -0.5 -0.6 0.2
C -0.596222 -0.805037 0.632833 0.5 0.2 -0.3
C -0.317236 -0.926993 -0.877254 -0.6 0.0 0.1
C -1.381756 -0.266306 -1.775585 0.1 -0.3 -0.2
C -0.825416 0.463080 -2.991526 0.1 -0.2 -0.1
C 0.000805 1.698931 -2.696720 -0.1 0.3 -0.3
C -0.887727 2.846691 -2.204455 0.1 -0.1 -0.2
C -0.127211 4.009717 -1.591743 -0.2 0.1 -0.6
N 0.068243 3.984477 -0.090554 0.0 0.1 0.5
C -0.041346 2.607942 0.476354 0.0 -0.3 0.1
C -0.986271 4.834771 0.599835 0.1 -0.4 0.1
P -2.685675 4.758885 -0.099651 -0.3 0.5 -0.2
O -2.831059 5.510082 -1.360152 0.1 0.0 -0.3
C -0.494167 6.277205 0.781577 -0.4 -0.1 0.0
N -1.584473 7.089119 1.251129 0.1 -0.1 0.0
O 0.477572 6.213724 1.798146 0.5 0.2 -0.4
C 1.626538 5.365560 1.519902 -0.3 0.3 0.0
C 2.800745 6.363226 1.333061 0.2 -0.4 0.2
C 4.244848 5.896872 1.619675 0.1 0.3 -0.1
C 5.335723 6.540773 0.748515 0.1 -0.1 0.2
S 5.034945 8.310070 0.445135 -0.1 0.1 0.1
P 1.980599 4.279931 3.021965 0.1 -0.6 0.4
C 0.323534 4.050148 3.770924 -0.1 0.1 -0.1
O 2.600291 5.357424 4.092618 -0.1 0.5 -0.3
C 1.453631 4.601670 0.180068 0.3 0.1 -0.1
C 2.569923 3.591144 -0.126177 -0.1 0.1 -0.4
C 3.638487 4.124556 -1.108293 0.5 -0.2 0.5
C 3.432919 3.536138 -2.480929 0.0 0.2 -0.3
N 2.901687 4.422480 -3.423894 0.2 -0.5 -0.1
O 3.615887 2.364179 -2.710748 -0.4 0.1 0.1
H 2.893903 0.232302 5.028031 -0.1 0.0 0.1
H 3.830245 -1.214908 5.471052 -0.1 0.0 0.1
H 4.544655 0.042548 4.475334 0.1 0.0 0.1
H 3.834153 -1.981401 3.159067 0.0 0.0 -0.2
H 3.161622 -0.472919 2.590224 -0.1 0.0 -0.1
H 1.145987 -1.121385 4.212625 -0.1 0.0 0.0
H 1.806492 -2.739142 4.096615 0.0 0.0 0.1
H 0.024470 -2.478592 2.494381 0.0 -0.2 0.0
H 1.551361 -2.663437 1.615136 -0.1 -0.2 0.0
H 0.502538 0.058946 2.286908 0.0 0.2 0.0
H 1.518453 -0.393747 0.906414 0.1 0.1 0.0
H -1.246732 0.049908 0.822862 -0.1 0.0 0.0
H -1.164509 -1.682209 0.928180 -0.2 0.0 0.2
H -0.341296 -1.983804 -1.117076 0.4 -0.1 -0.1
H 0.685932 -0.573787 -1.118460 0.1 0.1 0.0
H -2.000679 -1.068718 -2.174532 -0.3 0.1 0.1
H -2.059717 0.381984 -1.215828 0.0 0.0 0.2
H -0.235832 -0.239448 -3.582242 0.1 0.0 0.0
H -1.647756 0.772161 -3.641944 -0.1 0.0 0.0
H 0.434072 2.039093 -3.640101 0.2 0.0 0.0
H 0.852701 1.497529 -2.044341 -0.1 -0.1 0.1
H -1.706689 2.479806 -1.589391 0.0 0.0 0.1
H -1.366742 3.264476 -3.089099 -0.2 0.1 0.0
H 0.839866 4.065747 -2.082776 0.2 -0.1 0.2
H -0.635278 4.940759 -1.831157 0.0 0.1 0.2
H 0.500893 1.884862 -0.117099 0.0 0.0 0.0
H 0.349724 2.607690 1.486817 0.1 0.0 0.1
H -1.081881 2.304699 0.502758 -0.1 0.1 0.0
H -1.046858 4.447443 1.615723 -0.2 -0.1 0.1
H -2.997001 3.391317 -0.168188 0.1 -0.1 0.2
H -3.470569 5.233452 0.950788 0.1 -0.2 0.2
H -0.100399 6.678585 -0.156241 0.1 0.0 0.0
H -1.398353 7.422588 2.187878 0.0 0.0 0.0
H -1.781187 7.864583 0.635186 0.0 0.1 0.1
H 2.736735 6.812531 0.342718 -0.1 0.0 -0.1
H 2.571862 7.162766 2.032131 0.0 0.2 -0.1
H 4.481750 6.166063 2.643986 -0.1 -0.1 0.2
H 4.365606 4.816644 1.568768 0.0 -0.1 -0.1
H 5.489625 6.018068 -0.189383 -0.2 0.1 -0.2
H 6.270278 6.464975 1.296503 0.1 -0.1 0.0
H 5.481751 8.366804 -0.808718 0.1 0.0 -0.1
H -0.052121 3.047008 3.588540 -0.2 -0.1 0.0
H 0.466657 4.145290 4.845068 0.1 -0.1 0.1
H -0.402746 4.804400 3.478944 -0.1 0.0 0.0
H 2.106645 6.190768 4.106029 0.1 -0.1 0.2
H 1.535408 5.370441 -0.584128 -0.3 0.1 -0.1
H 2.146114 2.719887 -0.616881 0.0 -0.1 0.1
H 3.029699 3.227394 0.784662 0.0 0.0 0.1
H 4.607609 3.771011 -0.758283 0.1 0.0 -0.1
H 3.687251 5.210068 -1.124272 -0.2 0.1 -0.1
H 3.456952 5.255719 -3.572217 -0.3 0.2 0.2
H 2.716041 3.933427 -4.292679 0.2 0.1 -0.1
O 1.413735 -3.594146 -0.352465 0.2 -0.1 -0.2
C 1.614212 -4.711408 -0.755550 -0.2 0.0 0.2
O 0.695185 -5.259248 -1.566211 0.0 0.1 -0.2
C 0.830986 -6.558697 -2.152119 0.0 -0.2 0.0
C 0.341393 -7.637417 -1.211822 -0.1 0.1 0.1
C 2.808383 -5.520668 -0.314724 0.2 0.0 -0.3
H 1.852235 -6.725645 -2.497703 0.0 0.0 0.1
H 0.198861 -6.523746 -3.038073 0.0 0.1 0.0
H 0.936735 -7.682856 -0.299138 0.1 0.0 0.0
H 0.379017 -8.614942 -1.693396 0.0 0.0 0.0
H -0.690030 -7.428468 -0.927567 0.0 -0.1 0.0
H 2.589566 -5.945928 0.664196 0.0 0.0 0.0
H 3.656799 -4.847976 -0.219230 0.0 0.0 0.1
H 3.083195 -6.323257 -0.994122 -0.1 0.0 0.1
O -3.708471 -0.792040 1.847355 0.0 0.1 -0.1
C -3.927243 -1.968556 1.717187 -0.1 -0.1 0.2
O -4.494059 -2.401411 0.581578 0.1 0.1 -0.1
C -4.659146 -3.797620 0.277002 -0.1 -0.2 0.0
C -5.908462 -4.373890 0.905082 -0.1 0.1 0.1
C -3.628512 -2.947453 2.830408 0.3 -0.1 -0.2
H -3.764063 -4.357679 0.545840 0.0 0.0 0.0
H -4.736419 -3.831327 -0.807421 0.0 0.0 0.0
H -5.869097 -4.335399 1.994047 0.0 0.0 0.0
H -6.028257 -5.412437 0.602494 0.0 0.0 0.0
H -6.784495 -3.808073 0.586126 0.0 0.0 0.0
H -4.441901 -2.903289 3.553431 0.0 0.0 0.0
H -2.710639 -2.629653 3.319657 -0.1 0.1 0.1
H -3.499721 -3.976264 2.505820 -0.1 0.0 0.0
O -4.292865 -6.814177 -1.121359 0.0 0.1 0.0
C -4.257785 -7.439829 -2.146840 0.0 0.1 -0.1
O -3.114496 -8.075675 -2.465571 0.1 0.0 0.1
C -2.990729 -8.952973 -3.590793 0.0 -0.1 -0.2
C -2.715996 -8.201236 -4.876256 0.0 0.1 0.1
C -5.426237 -7.470883 -3.104028 -0.1 -0.3 0.1
H -3.864675 -9.600468 -3.668471 0.0 0.0 0.0
H -2.145063 -9.592751 -3.344599 0.0 0.0 0.1
H -3.537855 -7.535491 -5.139212 0.0 0.0 0.0
H -2.565959 -8.900692 -5.698405 0.0 0.0 0.0
H -1.818641 -7.591126 -4.770119 0.0 0.0 0.0
H -5.405187 -6.558863 -3.699631 0.0 0.0 0.0
H -6.341437 -7.480931 -2.517827 0.0 0.1 0.0
H -5.441136 -8.327218 -3.772401 0.1 0.1 0.0
```
Positions in Å, forces in eV/Å.

Results
- LUMO (eV) = -1.7456
- total charge = +1
- total energy (eV) = -92917.7457
- gap between HOMO and LUMO (eV) = 9.55
- max |F| (eV/Å) = 0.8


DFT (ωB97M-V/def2-TZVPD) results for a molecular structure, C27H19BrCl65O5P at a distorted geometry.

Structure (XYZ):
```
118
Properties=species:S:1:pos:R:3:forces:R:3
C -1.955863 2.627575 -3.281728 -1.4 0.6 0.0
C -2.475178 3.250175 -1.833430 0.6 0.8 -0.5
C -1.508175 2.865260 -0.562300 0.1 0.8 1.1
C -2.007331 1.549961 0.297762 0.0 0.6 -1.3
Br -3.643593 2.065404 1.331579 1.3 -0.5 -0.3
O -2.552833 0.656070 -0.735504 3.9 -2.1 -1.1
C -1.377501 -0.104077 -1.272653 -0.1 -0.8 -3.0
O -1.253274 -0.635308 -2.517720 -0.7 3.8 9.5
O -0.378080 -0.088279 -0.161845 -2.5 -0.8 -2.2
C -0.838750 0.640192 1.032777 -1.2 1.7 -1.1
C -1.194113 -0.170709 2.411992 -0.2 0.1 -0.2
C -2.184042 -1.463784 2.226370 0.1 -0.1 1.2
C -1.574369 -2.684380 1.317757 -1.2 -0.1 -1.2
C -1.970458 -4.201594 1.883530 -0.5 -0.1 -0.3
O -0.811046 -4.952299 2.391049 -0.6 0.4 -2.1
C 0.064213 -5.417646 1.287685 1.1 -0.1 0.3
P 0.799406 1.553400 1.560670 2.1 -0.3 -0.5
O 1.825339 1.634314 0.112699 -0.3 0.3 2.8
Cl 0.372699 3.532612 2.255778 -0.2 -0.9 -1.0
H -2.444726 3.320234 -4.120406 1.0 -1.5 1.7
H -2.403320 1.547835 -3.427271 1.3 2.1 0.2
H -0.794145 2.691062 -3.432784 -2.3 -0.3 0.6
H -2.410644 4.436009 -1.948955 0.0 -2.8 0.4
H -3.626007 3.029697 -1.634233 2.6 0.2 -0.4
H -1.524499 3.814123 0.161694 0.2 -2.3 -1.5
H -0.375851 2.664049 -0.872319 -2.4 0.5 0.4
H -1.728538 0.611811 3.134767 1.1 -1.5 -1.7
H -0.155971 -0.421421 2.931132 -2.3 0.2 -1.2
H -3.248284 -1.077438 1.876341 2.3 -0.9 0.4
H -2.361526 -1.904702 3.321404 0.5 1.1 -2.2
H -0.427031 -2.565726 1.093751 -2.2 -0.3 0.8
H -2.115995 -2.611349 0.256627 1.3 -0.1 2.1
H -2.482929 -4.843416 1.021434 1.1 1.5 1.7
H -2.764591 -4.156521 2.760750 1.8 0.1 -1.7
H 0.125421 -6.608108 1.267830 -0.4 2.6 0.0
H -0.273732 -4.992794 0.227313 0.8 -0.9 2.4
H 1.162094 -5.052415 1.580308 -2.3 -0.6 -1.0
H 2.761416 1.609008 0.522341 -2.1 0.1 -1.0
C -4.118333 7.111259 -2.653276 -0.1 0.0 0.0
Cl -3.888324 8.696373 -1.872739 0.0 -0.4 -0.2
Cl -5.356863 7.250287 -3.926560 0.3 -0.2 0.4
Cl -2.580269 6.576699 -3.376644 -0.3 0.3 0.1
Cl -4.647784 5.921675 -1.437124 0.0 0.4 -0.2
C 1.416912 -4.723373 -3.080580 -0.1 0.2 0.0
Cl 1.252628 -5.143177 -4.804387 0.0 0.1 0.4
Cl 0.494707 -3.237262 -2.740653 0.2 -0.4 -0.1
Cl 0.784383 -6.056410 -2.081795 0.2 0.2 -0.3
Cl 3.135944 -4.456739 -2.695497 -0.4 -0.1 -0.1
C -1.326799 5.297629 5.794616 0.0 0.0 0.1
Cl -3.040753 5.526563 6.224359 0.4 -0.1 -0.1
Cl -0.298970 5.819391 7.153243 -0.3 -0.3 -0.4
Cl -1.025954 3.575715 5.449418 -0.2 0.6 0.1
Cl -0.941571 6.268785 4.351386 -0.1 -0.2 0.3
C -5.188533 -1.869435 -2.182474 0.1 0.0 -0.1
Cl -5.662870 -1.885275 -0.465068 0.1 0.0 -0.3
Cl -5.061444 -0.184658 -2.748079 0.0 -0.4 0.1
Cl -3.612877 -2.679654 -2.370915 -0.5 0.1 0.0
Cl -6.416912 -2.728241 -3.145798 0.3 0.2 0.2
C -7.016794 2.100336 4.059606 0.0 0.0 0.1
Cl -8.730748 2.329270 4.489349 0.4 -0.1 -0.1
Cl -5.988965 2.622097 5.418232 -0.2 -0.1 -0.4
Cl -6.715948 0.378422 3.714408 0.0 0.4 0.1
Cl -6.631566 3.071491 2.616375 -0.1 -0.2 0.3
C 1.664211 9.254478 8.104427 -0.1 0.1 -0.1
Cl 0.600350 9.046381 6.690346 0.3 0.2 0.3
Cl 2.011570 7.662764 8.825765 0.0 0.4 -0.1
Cl 3.189449 10.020189 7.592578 -0.4 -0.2 0.1
Cl 0.855490 10.288654 9.308962 0.2 -0.3 -0.3
C -0.248610 -0.184663 -6.225736 -0.2 0.0 0.1
Cl -1.702065 -0.916654 -5.500210 0.4 0.2 -0.3
Cl -0.342543 1.588872 -6.083301 0.1 -0.5 -0.1
Cl 1.201215 -0.772993 -5.373368 -0.4 0.2 -0.2
Cl -0.151020 -0.637968 -7.946040 0.0 0.2 0.7
C 0.325424 -0.890425 6.500698 0.1 -0.1 0.1
Cl -0.888489 -1.659796 7.553891 0.3 0.2 -0.3
Cl -0.346616 0.612284 5.818961 0.2 -0.5 0.2
Cl 1.782753 -0.510869 7.452950 -0.4 -0.1 -0.2
Cl 0.754097 -2.003377 5.177055 -0.1 0.2 0.3
C -4.937783 9.737505 -7.132731 0.1 0.0 0.0
Cl -4.453489 8.142305 -7.761637 -0.1 0.4 0.2
Cl -4.120063 10.036343 -5.578200 -0.1 0.0 -0.4
Cl -4.474851 11.001588 -8.299971 -0.1 -0.3 0.3
Cl -6.702743 9.769790 -6.891216 0.4 0.0 0.0
C -3.500824 -8.041370 0.487300 -0.1 -0.1 0.0
Cl -3.460900 -7.754501 2.245379 0.0 0.0 -0.5
Cl -3.687265 -9.785416 0.174125 0.0 0.4 0.1
Cl -4.874232 -7.159476 -0.227311 0.4 -0.2 0.2
Cl -1.980927 -7.465992 -0.242980 -0.5 -0.2 0.1
C 6.998776 -4.294932 -1.881452 0.2 0.1 -0.1
Cl 6.834494 -4.714736 -3.605258 0.0 0.1 0.4
Cl 6.076573 -2.808822 -1.541525 0.2 -0.4 -0.1
Cl 6.366248 -5.627970 -0.882666 0.2 0.7 -1.1
Cl 8.717808 -4.028299 -1.496368 -0.5 -0.1 -0.1
C 5.717424 -7.927096 2.864285 -0.1 -0.2 0.1
Cl 4.003469 -7.698162 3.294028 0.4 0.0 -0.1
Cl 6.745253 -7.405334 4.222912 -0.2 -0.1 -0.4
Cl 6.018269 -9.649010 2.519087 -0.1 0.4 0.1
Cl 6.102652 -6.955940 1.421055 -0.1 -0.6 1.2
C 2.469497 4.773940 -7.506804 0.0 0.0 -0.1
Cl 2.493417 3.377832 -8.613619 0.0 0.3 0.3
Cl 3.978178 4.806866 -6.559527 -0.4 0.0 -0.2
Cl 2.328240 6.278194 -8.451220 0.0 -0.4 0.2
Cl 1.078092 4.632889 -6.402924 0.3 0.2 -0.2
C 1.304515 -3.509916 -10.884499 0.0 0.0 0.0
Cl 1.140233 -3.929720 -12.608306 0.0 0.1 0.4
Cl 0.382312 -2.023805 -10.544572 0.3 -0.5 -0.5
Cl 0.671988 -4.842954 -9.885713 0.1 0.3 -0.2
Cl 3.023547 -3.243282 -10.499416 -0.4 -0.1 -0.1
C 11.427505 -6.353758 1.089337 -0.1 0.0 0.0
Cl 11.911799 -7.948959 0.460432 -0.1 0.4 0.2
Cl 12.245224 -6.054921 2.643869 -0.2 -0.1 -0.4
Cl 11.890436 -5.089676 -0.077902 -0.1 -0.3 0.3
Cl 9.662545 -6.321473 1.330853 0.4 0.0 0.0
C 4.563766 1.490572 10.154503 0.0 0.0 0.1
Cl 3.349854 0.721201 11.207696 0.3 0.2 -0.3
Cl 3.891726 2.993280 9.472765 0.2 -0.4 0.1
Cl 6.021096 1.870128 11.106755 -0.4 -0.1 -0.2
Cl 4.992440 0.377619 8.830859 -0.1 0.3 0.3
```
Positions in Å, forces in eV/Å.

Results
- LUMO (eV) = -0.1804
- total energy (eV) = -931822.0700
- gap between HOMO and LUMO (eV) = 9.21
- max |F| (eV/Å) = 10.2


DFT (ωB97M-V/def2-TZVPD) results for C3H6O2 in the gas phase.

Structure (XYZ):
```
11
Properties=species:S:1:pos:R:3:forces:R:3
C -1.507314 0.882479 0.428519 -0.2 0.1 0.2
O -0.607541 0.264503 -0.473199 0.1 0.0 -0.1
C 0.495997 -0.309123 0.108413 -0.1 -0.3 0.1
C 1.461653 -0.952464 -0.765877 0.0 -0.3 -0.1
O 1.743255 0.298669 -0.126409 0.1 0.2 0.1
H -2.170909 0.139651 0.894141 0.2 0.1 -0.1
H -0.986647 1.444052 1.214298 0.0 -0.1 -0.2
H -2.116498 1.575394 -0.156025 0.1 -0.1 0.1
H 2.044674 -1.806001 -0.421230 -0.1 0.2 0.0
H 0.351004 -0.647903 1.137303 0.0 0.0 -0.2
H 1.292322 -0.889257 -1.839939 0.0 0.0 0.2
```
Positions in Å, forces in eV/Å.

Results
- LUMO (eV) = 1.0970
- total energy (eV) = -7301.3744
- gap between HOMO and LUMO (eV) = 11.16
- SMILES string = CO[C@H]1CO1
- max |F| (eV/Å) = 0.3
- energy above the lowest of the compared OMol25 structures with the same formula, charge and spin (kcal/mol) = 53.1